[1]
Molecular formula: C37H29FeN12O8
Method: DFT, ωB97M-V with the def2-TZVPD basis set

```
87
C37H29FeN12O8 | the Open Molecules 2025 dataset | ωB97M-V with the def2-TZVPD basis set
Fe -0.08279 0.38369 0.30044
N -1.67942 2.41916 -3.24626
C -0.88119 1.71419 -2.44287
N -0.79523 1.87242 -1.15695
C -1.54568 2.88286 -0.56645
N -1.34125 3.18009 0.66628
N -0.46346 2.43071 1.29810
C 0.31628 2.86850 2.20681
C 1.30468 1.98068 2.77880
C 2.23332 2.43431 3.70856
C 3.29123 1.60707 4.05287
C 3.37408 0.34877 3.47876
C 2.36190 -0.05136 2.61449
N 1.36215 0.74306 2.26896
C -2.51795 3.61332 -1.34967
C -3.39666 4.54298 -0.78609
C -4.30053 5.20110 -1.58843
C -4.32983 4.95865 -2.96269
C -3.46518 4.05076 -3.53998
C -2.56433 3.36769 -2.73023
H -1.66728 2.26433 -4.24503
H -0.25024 0.96524 -2.90770
H 0.32599 3.92003 2.48329
H 2.14253 3.42625 4.12704
H 4.05961 1.95022 4.72973
H 4.21072 -0.30294 3.68197
H 2.35161 -1.03761 2.16518
H -3.33429 4.72648 0.27571
H -4.99269 5.90801 -1.15568
H -5.03827 5.48571 -3.58454
H -3.48474 3.86903 -4.60626
O -1.18002 -1.23286 -0.95998
C -2.53050 -1.16501 -1.30895
C -3.20345 -0.26323 -0.32083
C -4.58735 -0.13746 -0.32157
C -5.18105 0.69941 0.60495
C -4.37118 1.36937 1.51527
C -3.00413 1.18414 1.44404
N -2.41943 0.39787 0.53589
H -0.66520 -1.68019 -1.65805
H -2.98400 -2.16163 -1.27515
H -2.67476 -0.77822 -2.32558
H -5.17904 -0.70058 -1.02990
H -6.25408 0.82462 0.62431
H -4.79102 2.02264 2.26549
H -2.35042 1.68095 2.14679
O 5.39092 0.33923 -5.67205
N 5.42003 0.87218 -4.58481
O 6.29676 1.58796 -4.15564
C 4.28161 0.61383 -3.70017
C 4.22782 1.19831 -2.45062
C 3.15002 0.93275 -1.62902
C 2.16574 -0.06169 -1.94628
O 1.33013 -0.48435 -1.09617
C 2.21013 -0.51657 -3.31308
C 3.23318 -0.16627 -4.16533
N 1.06961 -1.23165 -3.83831
O 0.75504 -1.01112 -4.98642
O 0.44477 -1.97297 -3.08859
N 2.95334 1.70070 -0.44024
O 3.89431 2.22329 0.10216
O 1.78619 1.84494 -0.03361
H 5.00192 1.88993 -2.14456
H 3.24884 -0.50279 -5.19398
C -1.53368 -1.87476 4.05374
C -1.10924 -0.94597 3.12463
N -0.60747 -1.30484 1.94198
C -0.50704 -2.59405 1.64387
C -0.92410 -3.60465 2.50740
C -1.45446 -3.22287 3.73715
C -0.88752 -5.01697 2.10600
C 0.14974 -5.68741 1.59824
C 1.52644 -5.20234 1.45314
C 2.41409 -5.87444 0.60687
C 3.70948 -5.38494 0.54659
N 4.09804 -4.35594 1.28283
C 3.20613 -3.78855 2.07458
N 1.94004 -4.15319 2.16715
H -1.92535 -1.54896 5.00530
H -1.17448 0.11701 3.31784
H -0.11008 -2.83142 0.66605
H -1.78509 -3.97610 4.43925
H -1.82215 -5.54977 2.24075
H 0.00557 -6.71433 1.28785
H 2.09964 -6.72773 0.02491
H 4.46195 -5.82614 -0.09512
H 3.54170 -2.97056 2.70077
```

Summary:
Total charge: +2
Lowest unoccupied orbital energy (spin up / spin down), eV: -6.193 / -7.443
Expectation value of S²: 8.760
HOMO level (spin up / spin down), hartree: -0.495 / -0.495
HOMO-LUMO gap (spin up / spin down), eV: 7.29 / 6.04
2S+1: 6

=====

[2]
Molecular formula: C37H29N2O6
Method: DFT, ωB97M-V with the def2-TZVPD basis set

```
74
C37H29N2O6 | the Open Molecules 2025 dataset | ωB97M-V with the def2-TZVPD basis set
C -3.99301 0.61348 0.87120
C -3.06643 1.03447 1.82337
C -1.89181 0.32283 2.01413
C -1.66134 -0.89198 1.33769
C -0.52754 -1.71117 1.66580
C 0.72062 -1.12120 2.16912
C 2.03002 -1.82490 1.93340
C 2.24527 -2.66276 0.83355
C 3.44930 -3.34713 0.68653
C 4.46814 -3.18682 1.62855
C 4.28040 -2.30146 2.69466
C 3.07298 -1.61679 2.84653
O 0.74844 -0.07361 2.83072
C -0.69492 -3.14626 1.83969
C -2.04777 -3.81265 1.99316
C -3.07829 -3.25855 2.75152
C -4.24620 -3.99090 2.95540
C -4.37530 -5.27584 2.42641
C -3.30448 -5.85863 1.74528
C -2.13513 -5.13849 1.53944
O 0.25497 -3.94327 1.88109
C -2.61278 -1.31964 0.37281
C -3.74373 -0.54666 0.12442
H -4.91639 1.17364 0.71310
H -3.28215 1.90988 2.42849
H -1.16168 0.63582 2.75319
H 1.44425 -2.83949 0.12162
H 3.60062 -4.01921 -0.15408
H 5.41249 -3.72572 1.51716
H 5.08701 -2.14548 3.40884
H 2.92432 -0.93929 3.68882
H -2.94066 -2.26803 3.19310
H -5.06161 -3.54972 3.52035
H -5.31310 -5.81667 2.54476
H -3.38971 -6.87234 1.36961
H -1.26873 -5.59805 1.06447
H -2.45730 -2.26736 -0.15923
H -4.46622 -0.88232 -0.62211
C -5.31166 -0.33834 -5.23572
C -4.89172 0.74770 -6.00674
C -3.57113 1.21207 -5.92641
C -2.68735 0.60509 -5.00690
C -1.26934 1.03878 -4.76494
O -1.08985 1.01020 -3.29902
C 0.06876 1.61401 -2.95576
N 0.32156 1.42243 -1.50980
N 1.48512 1.85422 -1.24311
C 1.54986 3.00570 -0.38445
O 0.61280 3.59950 0.11909
O 2.86471 3.31444 -0.16922
C 3.10149 3.96639 1.09855
C 4.49592 4.52018 1.17321
C 5.43054 3.90417 2.02493
C 6.73120 4.40194 2.10743
C 7.09844 5.53641 1.38295
C 6.17709 6.13815 0.52307
C 4.87015 5.65043 0.42836
O 0.78335 2.24101 -3.73247
C -3.12569 -0.46330 -4.21909
C -4.43854 -0.91420 -4.31308
H -6.31073 -0.75027 -5.35546
H -5.60235 1.22817 -6.67912
H -3.22946 2.04263 -6.55603
H -0.56396 0.29913 -5.20758
H -1.04366 2.04722 -5.15852
H 2.35443 4.75581 1.25080
H 2.99265 3.18795 1.86385
H 5.12350 3.03315 2.61500
H 7.45748 3.90188 2.74489
H 8.09422 5.95396 1.50135
H 6.47799 6.99391 -0.07528
H 4.13054 6.12689 -0.22195
H -2.42906 -0.90595 -3.50552
H -4.75985 -1.71916 -3.65992
```

Summary:
Total charge: -1
Lowest unoccupied orbital energy, eV: -0.081
HOMO level, hartree: -0.130
HOMO-LUMO gap, eV: 3.47

=====

no.,calculated total energy (a.u.)
1,-3949.3205
2,-1988.2392